DFT (the ωB97M-V functional and the def2-TZVPD basis) results for C8H20ClLiNO as an isolated structure at a distorted geometry.

Properties
* 2S+1: 2
* HOMO-LUMO gap (spin up / spin down): 3.410 / 8.722 eV
* calculated total energy: -914.4116 a.u.
* LUMO energy (spin up / spin down): 0.2 / 0.1 eV

Element x y z (Å)
Li (-3.73, -0.63, 1.99)
Cl (-2.30, 0.22, 3.53)
C (2.23, 1.74, 0.71)
C (1.54, 1.19, -0.47)
N (0.04, 0.62, -0.16)
C (-0.74, 1.85, 0.22)
C (-0.44, -0.06, -1.49)
C (-0.97, 0.96, -2.52)
C (-0.06, -0.41, 1.03)
C (0.98, -1.56, 1.05)
O (0.72, -2.37, -0.08)
C (-0.38, -3.31, -0.07)
H (2.08, 1.01, 1.51)
H (1.87, 2.68, 1.12)
H (3.31, 1.79, 0.64)
H (1.95, 0.25, -0.85)
H (1.42, 1.87, -1.31)
H (-0.53, 2.12, 1.26)
H (-1.80, 1.72, 0.02)
H (-0.47, 2.68, -0.43)
H (-1.34, -0.53, -1.11)
H (0.25, -0.78, -1.95)
H (-1.85, 1.48, -2.14)
H (-1.33, 0.43, -3.40)
H (-0.30, 1.75, -2.87)
H (-1.11, -0.70, 1.03)
H (0.12, 0.21, 1.91)
H (0.87, -2.15, 1.96)
H (1.96, -1.10, 0.94)
H (-0.33, -4.03, -0.89)
H (-1.42, -2.98, 0.02)
H (-0.21, -3.93, 0.81)

Mulliken atomic charge list, values in e, 5 entries: Li -0.1035; Cl -0.6535; C -1.2158; C -0.4695; N 0.6738